Molecular formula: C33H95N13O12
Method: DFT, the ωB97M-V functional and the def2-TZVPD basis

Each atom is followed by the atoms it is bonded to, with distances in Å.
Element x y z (Å)
1 C -0.36505 -4.88577 -2.65338  O2 1.236, N3 1.387, N4 1.337
2 O -0.30287 -3.68224 -2.37946  C1 1.236
3 N -1.38062 -5.66913 -2.12435  C1 1.387, H5 1.025, H6 0.973
4 N 0.52281 -5.56117 -3.39052  C1 1.337, H7 1.020, H8 1.006
5 H -1.29960 -6.67829 -2.28221  N3 1.025
6 H -1.78474 -5.30479 -1.31770  N3 0.973
7 H 0.76562 -6.52868 -3.17583  N4 1.020
8 H 1.22888 -5.04747 -3.89029  N4 1.006
9 C 3.61636 -3.19481 -0.15488  O10 1.229, N11 1.351, N12 1.351
10 O 3.67191 -4.25306 -0.77658  C9 1.229
11 N 3.89542 -3.15626 1.16662  C9 1.351, H13 1.009, H14 1.041
12 N 3.30434 -1.97177 -0.63740  C9 1.351, H15 0.955, H16 1.032
13 H 3.89641 -4.03631 1.66028  N11 1.009
14 H 3.77232 -2.28656 1.72522  N11 1.041
15 H 2.81202 -1.85736 -1.44802  N12 0.955
16 H 2.81057 -1.35938 0.03073  N12 1.032
17 C 3.59260 -3.70323 -4.60062  O18 1.208, N19 1.443, N20 1.350
18 O 2.78727 -4.51080 -4.99728  C17 1.208
19 N 4.05535 -2.67352 -5.49937  C17 1.443, H21 1.010, H22 1.061
20 N 4.21668 -3.70104 -3.40348  C17 1.350, H23 1.018, H24 1.018
21 H 5.02424 -2.41443 -5.37926  N19 1.010
22 H 3.83563 -2.90795 -6.51049  N19 1.061
23 H 4.66079 -2.84362 -3.08148  N20 1.018
24 H 3.92808 -4.21638 -2.57495  N20 1.018
25 C 0.12076 -0.65246 -1.78909  C26 1.456, O28 1.474, H29 1.093, H30 1.093
26 C 0.55630 -0.07093 -0.52780  C25 1.456, O27 1.445, H31 1.044, H32 1.094
27 O 1.86158 0.54455 -0.60626  C26 1.445, H33 1.012
28 O 1.13317 -1.53314 -2.39823  C25 1.474, H34 0.976
29 H -0.18564 0.19293 -2.41087  C25 1.093
30 H -0.77778 -1.24327 -1.59480  C25 1.093
31 H 0.63956 -0.75485 0.25689  C26 1.044
32 H -0.18439 0.68898 -0.26258  C26 1.094
33 H 1.91161 0.93858 -1.53676  O27 1.012
34 H 0.60503 -2.33610 -2.57060  O28 0.976
35 C -4.10989 1.75998 4.44257  C36 1.567, H41 1.057, H42 1.115, H43 1.153
36 C -4.09492 0.47657 3.54393  C35 1.567, C37 1.497, N40 1.467, H44 1.089
37 C -3.51831 0.79361 2.19965  C36 1.497, O38 1.434, H45 1.091, H46 1.123
38 O -3.32622 -0.34956 1.35525  C37 1.434, C39 1.428
39 C -4.46644 -0.76653 0.60257  O38 1.428, H47 1.054, H48 1.082, H49 1.137
40 N -3.39662 -0.57063 4.29790  C36 1.467, H50 1.001, H51 0.993
41 H -3.14050 2.00507 4.78440  C35 1.057
42 H -4.88602 1.60384 5.22806  C35 1.115
43 H -4.38065 2.65225 3.76377  C35 1.153
44 H -5.16589 0.27941 3.51777  C36 1.089
45 H -2.49132 1.12235 2.36267  C37 1.091
46 H -4.03368 1.58341 1.59048  C37 1.123
47 H -5.04626 -1.49871 1.09053  C39 1.054
48 H -4.06230 -1.26451 -0.26940  C39 1.082
49 H -5.14963 0.03850 0.18120  C39 1.137
50 H -3.08995 -1.34484 3.74241  N40 1.001
51 H -2.55080 -0.19623 4.65908  N40 0.993
52 C -3.62875 0.25833 -3.53880  C53 1.560, H58 1.087, H59 1.093, H60 1.068
53 C -3.28726 -0.26313 -4.96930  C52 1.560, C54 1.523, N57 1.424, H61 1.077
54 C -2.09001 -1.20227 -4.90020  C53 1.523, O55 1.369, H62 1.055, H63 1.079
55 O -1.80951 -1.79585 -6.10173  C54 1.369, C56 1.453
56 C -1.02640 -3.01930 -6.06152  O55 1.453, H64 1.119, H65 1.101, H66 1.086
57 N -4.38619 -1.01611 -5.47215  C53 1.424, H67 0.998, H68 1.011
58 H -3.04009 1.15039 -3.34048  C52 1.087
59 H -3.39473 -0.45770 -2.74753  C52 1.093
60 H -4.64248 0.55875 -3.38804  C52 1.068
61 H -3.09317 0.50418 -5.69943  C53 1.077
62 H -2.17723 -1.82581 -4.05422  C54 1.055
63 H -1.25829 -0.57029 -4.62864  C54 1.079
64 H -0.51046 -3.13559 -5.07516  C56 1.119
65 H -0.18496 -2.89425 -6.76008  C56 1.101
66 H -1.65351 -3.90490 -6.11416  C56 1.086
67 H -4.00152 -1.43206 -6.29341  N57 0.998
68 H -5.19970 -0.46238 -5.70384  N57 1.011
69 C -3.92440 4.43283 0.41586  C70 1.536, H75 1.062, H76 1.090, H77 1.028
70 C -2.94527 5.56371 0.06565  C69 1.536, C71 1.493, N74 1.507, H78 1.150
71 C -1.86418 5.14676 -0.87612  C70 1.493, O72 1.419, H79 1.084, H80 1.126
72 O -1.03694 4.16332 -0.27504  C71 1.419, C73 1.377
73 C -0.19505 3.56243 -1.18430  O72 1.377, H81 1.110, H82 1.101, H83 1.134
74 N -3.75185 6.67666 -0.55209  C70 1.507, H84 1.008, H85 0.986
75 H -4.61801 4.71541 1.16925  C69 1.062
76 H -3.51254 3.45484 0.66481  C69 1.090
77 H -4.56205 4.23916 -0.36704  C69 1.028
78 H -2.42923 5.84650 1.05423  C70 1.150
79 H -1.21180 5.96470 -1.16111  C71 1.084
80 H -2.29869 4.79750 -1.85390  C71 1.126
81 H -0.75590 3.20325 -2.07197  C73 1.110
82 H 0.23737 2.70853 -0.63972  C73 1.101
83 H 0.62941 4.30515 -1.41896  C73 1.134
84 H -4.68157 6.64159 -0.16500  N74 1.008
85 H -3.41482 7.59358 -0.42116  N74 0.986
86 C -1.02145 4.48719 6.97275  C87 1.552, H92 1.077, H93 1.096, H94 1.106
87 C 0.02001 3.39035 6.62448  C86 1.552, C88 1.532, N91 1.462, H95 1.100
88 C 0.68094 3.68776 5.27438  C87 1.532, O89 1.420, H96 1.076, H97 1.074
89 O -0.34843 3.56215 4.30458  C88 1.420, C90 1.472
90 C -0.00243 4.34078 3.10392  O89 1.472, H98 1.099, H99 1.122, H100 1.087
91 N 1.02792 3.37666 7.68328  C87 1.462, H101 0.987, H102 1.004
92 H -0.58396 5.47129 6.96898  C86 1.077
93 H -1.33250 4.26647 8.00067  C86 1.096
94 H -1.86658 4.47813 6.25972  C86 1.106
95 H -0.47114 2.40691 6.57310  C87 1.100
96 H 1.46537 2.96110 5.15041  C88 1.076
97 H 0.99671 4.71247 5.21718  C88 1.074
98 H 0.11800 5.40765 3.33671  C90 1.099
99 H -0.78002 4.19580 2.30800  C90 1.122
100 H 0.86519 3.87145 2.64823  C90 1.087
101 H 1.06561 4.18719 8.24503  N91 0.987
102 H 0.94744 2.53337 8.22285  N91 1.004
103 C 3.15322 0.55782 -4.66432  C104 1.532, H109 1.069, H110 1.127, H111 1.097
104 C 3.21858 1.77226 -3.73267  C103 1.532, C105 1.491, N108 1.467, H112 1.099
105 C 4.16475 2.73107 -4.37157  C104 1.491, O106 1.388, H113 1.106, H114 1.109
106 O 4.26396 3.90451 -3.63668  C105 1.388, C107 1.478
107 C 5.13127 4.86307 -4.35396  O106 1.478, H115 1.102, H116 1.125, H117 1.096
108 N 1.84718 2.22970 -3.48168  C104 1.467, H118 1.091, H119 1.024
109 H 4.10879 0.07971 -4.69151  C103 1.069
110 H 2.84984 0.95243 -5.67594  C103 1.127
111 H 2.38452 -0.12605 -4.28258  C103 1.097
112 H 3.68632 1.43852 -2.79636  C104 1.099
113 H 3.80924 2.95889 -5.39390  C105 1.106
114 H 5.08776 2.11651 -4.39739  C105 1.109
115 H 4.91524 4.94065 -5.43157  C107 1.102
116 H 6.13690 4.35998 -4.32854  C107 1.125
117 H 5.13913 5.80457 -3.79256  C107 1.096
118 H 1.30940 2.65293 -4.33086  N108 1.091
119 H 1.89472 3.02293 -2.83575  N108 1.024
120 C 0.58395 0.21690 3.90710  C121 1.560, H126 1.062, H127 1.080, H128 1.063
121 C 2.11554 -0.07778 3.92827  C120 1.560, C122 1.508, N125 1.452, H129 1.045
122 C 2.31667 -1.34109 4.72655  C121 1.508, O123 1.405, H130 1.075, H131 1.164
123 O 3.64358 -1.79147 4.62038  C122 1.405, C124 1.417
124 C 3.97904 -3.13991 4.89642  O123 1.417, H132 1.083, H133 1.056, H134 1.118
125 N 2.50916 -0.20916 2.53648  C121 1.452, H135 0.983, H136 1.009
126 H 0.42746 1.23881 3.66555  C120 1.062
127 H 0.19863 0.06436 4.90476  C120 1.080
128 H 0.20646 -0.43502 3.15727  C120 1.063
129 H 2.55958 0.79762 4.28805  C121 1.045
130 H 1.55914 -1.95699 4.27696  C122 1.075
131 H 2.07064 -1.26781 5.86165  C122 1.164
132 H 5.03937 -3.20375 5.10647  C124 1.083
133 H 3.88283 -3.73630 4.02999  C124 1.056
134 H 3.38248 -3.46005 5.78596  C124 1.118
135 H 3.47945 -0.27315 2.39206  N125 0.983
136 H 2.11197 0.47422 1.90859  N125 1.009
137 C -2.05199 -3.22187 2.48925  C138 1.523, H143 1.075, H144 1.045, H145 1.104
138 C -1.21351 -2.92209 1.25322  C137 1.523, C139 1.551, N142 1.476, H146 1.112
139 C 0.23467 -3.47682 1.29207  C138 1.551, O140 1.427, H147 1.135, H148 1.129
140 O 0.40207 -4.83201 1.70572  C139 1.427, C141 1.400
141 C 0.26717 -5.77024 0.67517  O140 1.400, H149 1.057, H150 1.053, H151 1.123
142 N -1.88527 -3.67951 0.17937  C138 1.476, H152 1.040, H153 1.026
143 H -3.08907 -2.99589 2.31795  C137 1.075
144 H -1.82360 -2.72581 3.38010  C137 1.045
145 H -1.96328 -4.29987 2.70979  C137 1.104
146 H -1.20740 -1.85055 0.95539  C138 1.112
147 H 0.89512 -2.87300 1.99008  C139 1.135
148 H 0.62175 -3.31394 0.24450  C139 1.129
149 H -0.73661 -6.03555 0.47820  C141 1.057
150 H 0.94385 -6.55840 0.84847  C141 1.053
151 H 0.67257 -5.28210 -0.25106  C141 1.123
152 H -2.89077 -3.42160 0.25007  N142 1.040
153 H -1.43857 -3.39857 -0.69997  N142 1.026

relative energy (zero: lowest compared OMol25 entry of this formula, charge and spin) = 0.0 kJ/mol
F_max = 3.3 eV Å⁻¹
structure (SMILES) = COC[C@H](C)N.COC[C@H](C)N.COC[C@H](C)N.COC[C@H](C)N.COC[C@H](C)N.COC[C@H](C)N.COC[C@H](C)N.NC(N)=O.NC(N)=O.NC(N)=O.OCCO
Kohn-Sham gap = 9.48 eV
E_HOMO = -8.849 eV
net charge = 0

Mulliken population analysis, charges in e, atoms 1 to 99: 0.177, -0.828, -0.393, -0.254, 0.228, 0.176, 0.265, 0.107, 0.667, -0.799, -0.309, -0.275, 0.183, 0.007, 0.344, -0.009, 0.593, -0.761, -0.424, -0.309, 0.228, 0.242, 0.214, 0.197, 0.457, 0.241, -0.810, 0.898, 0.076, 0.005, -0.838, 0.157, 0.098, 0.005, -0.874, 0.336, -0.264, 0.389, -1.022, -0.657, -0.009, 0.358, 0.246, 0.172, -0.038, 0.107, 0.379, 0.140, 0.301, 0.169, 0.265, -1.019, 0.873, -0.551, -0.454, -0.395, -0.826, 0.172, -0.099, 0.467, 0.357, 0.221, 0.200, -0.026, 0.298, 0.309, 0.244, 0.239, -1.573, 1.150, -1.091, -0.040, -0.673, -0.718, 0.478, 0.005, 0.611, 0.054, 0.338, 0.319, 0.388, -0.026, 0.359, 0.242, 0.223, -1.592, 0.561, -0.649, -0.089, -0.652, -0.636, 0.398, 0.459, 0.269, 0.232, 0.058, 0.474, 0.450, -0.103